(1)
{
  "formula": "C19H32F3N3O",
  "method": "wB97M-V/def2-TZVPD",
  "e_tot_ha": -1282.2498,
  "homo_lumo_gap_ev": 10.35,
  "max_force_ev_per_a": 5.89,
  "smiles": "CCCCCCCCCCC[C@](C#N)(CC#N)C(F)(F)F.CNC(C)=O",
  "e_homo_ev": -9.8,
  "total_charge": 0,
  "molar_mass_g_mol": 375.5,
  "multiplicity": 1,
  "species": ["C", "C", "C", "C", "C", "C", "C", "C", "C", "C", "C", "C", "C", "N", "C", "C", "N", "C", "F", "F", "F", "H", "H", "H", "H", "H", "H", "H", "H", "H", "H", "H", "H", "H", "H", "H", "H", "H", "H", "H", "H", "H", "H", "H", "H", "H", "C", "C", "O", "N", "C", "H", "H", "H", "H", "H", "H", "H"],
  "coordinates": [[6.49967, -2.74375, -0.21707], [5.33069, -1.88788, -0.85332], [4.40903, -1.40655, 0.30885], [3.57441, -0.13079, -0.02772], [2.17627, -0.43640, -0.64726], [0.98765, 0.00102, 0.25266], [-0.35174, -0.75856, -0.07915], [-1.44555, 0.14779, -0.73020], [-2.51861, 0.68300, 0.25104], [-3.36298, -0.40332, 0.97150], [-4.48445, -1.04238, 0.09220], [-4.35977, -2.59894, -0.00978], [-4.25165, -3.23551, 1.35246], [-4.28855, -3.69177, 2.36753], [-3.14997, -2.99785, -0.91135], [-3.33521, -2.48589, -2.31153], [-3.51097, -1.84492, -3.21280], [-5.65893, -3.20117, -0.66916], [-6.27274, -2.34636, -1.46199], [-5.41364, -4.34169, -1.31792], [-6.52259, -3.53575, 0.30837], [6.59398, -3.73211, -0.70474], [7.47492, -2.22752, -0.26195], [6.29860, -2.93214, 0.85532], [5.79109, -1.06077, -1.41747], [4.79060, -2.59169, -1.51442], [5.08157, -1.14028, 1.14895], [3.76109, -2.25446, 0.60401], [4.18460, 0.54694, -0.65417], [3.42948, 0.40516, 0.93508], [2.07160, -1.50424, -0.91525], [2.07875, 0.14968, -1.58560], [1.20025, -0.21131, 1.32063], [0.76877, 1.08064, 0.13132], [-0.71995, -1.29612, 0.81801], [-0.12845, -1.56112, -0.81735], [-1.86760, -0.34608, -1.62738], [-0.91443, 1.04090, -1.12344], [-3.17878, 1.38300, -0.29232], [-1.99692, 1.26645, 1.03476], [-3.88282, 0.11017, 1.80453], [-2.70255, -1.14895, 1.44903], [-5.45418, -0.87789, 0.60550], [-4.59631, -0.58734, -0.90501], [-2.96305, -4.08469, -0.93822], [-2.24497, -2.54623, -0.46759], [0.43847, 5.81030, -0.49788], [0.18779, 4.65669, 0.44037], [-0.76137, 3.90045, 0.29870], [1.05956, 4.47304, 1.46790], [2.23528, 5.25369, 1.80221], [-0.33799, 5.82247, -1.25861], [0.40582, 6.75563, 0.04595], [1.40505, 5.69519, -0.99086], [0.82849, 3.68388, 2.05209], [3.10923, 4.59981, 1.78275], [2.11808, 5.65206, 2.81173], [2.38593, 6.07447, 1.10808]],
  "forces_ev_per_a": [[-0.2, 0.0, 0.0], [0.6, -1.2, 1.1], [0.4, 0.8, -0.7], [-0.2, -0.5, 0.7], [0.0, 0.9, -0.2], [-0.7, -0.7, 0.3], [0.1, -0.1, -0.7], [0.4, 0.3, 0.1], [0.3, -0.4, 0.1], [-0.4, 0.8, -0.2], [-0.4, -0.5, 1.1], [-0.1, -0.2, -0.8], [0.0, 2.5, -5.3], [0.1, -1.9, 4.3], [0.4, -0.2, -0.3], [0.8, -1.8, 4.7], [-0.6, 1.8, -3.4], [0.2, -0.3, 1.7], [0.0, 0.1, -0.6], [0.2, 0.0, -0.5], [-0.4, 0.2, 0.0], [0.1, 0.5, 0.2], [-0.4, -0.2, -0.1], [0.1, 0.0, -0.5], [-0.5, -0.2, 0.1], [0.1, 0.8, 0.0], [-0.4, -0.3, -0.3], [0.3, 0.5, 0.1], [-0.3, -0.4, 0.1], [-0.1, -0.2, -0.5], [0.2, 0.4, 0.2], [0.0, -0.5, 0.3], [0.2, 0.3, -0.5], [0.4, -0.4, 0.3], [0.1, 0.4, -0.4], [0.0, 0.4, 0.4], [-0.1, 0.2, 0.6], [-0.3, -0.4, 0.1], [0.2, -0.3, 0.3], [-0.2, -0.1, -0.4], [0.3, -0.3, -0.3], [-0.3, 0.2, -0.3], [0.4, 0.0, -0.3], [0.4, -0.3, 0.3], [-0.3, 0.4, 0.1], [-0.3, 0.0, -0.4], [0.0, 0.0, -0.1], [-0.2, -0.3, 0.1], [0.0, 0.0, -0.1], [-0.1, 0.2, -0.3], [-0.2, -0.4, 0.3], [0.0, -0.1, 0.1], [0.1, 0.0, -0.1], [0.0, 0.1, 0.1], [0.0, 0.0, 0.0], [0.1, 0.2, 0.0], [0.2, 0.1, -0.1], [-0.1, -0.1, 0.0]],
  "mulliken_charge": [-1.089, -0.277, -0.831, -0.712, -0.813, -0.545, -0.737, -0.718, -0.646, -0.817, -1.207, 1.165, -0.431, -0.503, -0.166, 0.148, -0.531, 0.697, -0.244, -0.287, -0.285, 0.321, 0.259, 0.322, 0.353, 0.202, 0.500, 0.225, 0.460, 0.354, 0.527, 0.190, 0.400, 0.075, 0.359, 0.420, 0.263, 0.444, 0.346, 0.300, 0.335, 0.446, 0.490, 0.581, 0.578, 0.069, -1.401, 0.871, -0.615, -0.149, -0.869, 0.307, 0.374, 0.372, 0.220, 0.267, 0.305, 0.331]
}



(2)
{
  "formula": "C42H32N5O7P3S3Zr",
  "method": "wB97M-V/def2-TZVPD",
  "relative_energy_kcal_mol": 16.5,
  "e_tot_ha": -4686.2851,
  "homo_lumo_gap_ev": 6.78,
  "max_force_ev_per_a": 0.91,
  "e_homo_ev": -7.4,
  "total_charge": 0,
  "molar_mass_g_mol": 999.1,
  "multiplicity": 1,
  "species": ["Zr", "C", "C", "O", "P", "O", "O", "O", "P", "O", "O", "O", "H", "H", "H", "H", "H", "H", "H", "N", "C", "C", "C", "C", "C", "C", "N", "C", "C", "C", "S", "C", "N", "H", "H", "H", "H", "H", "H", "H", "S", "C", "C", "C", "C", "N", "C", "C", "C", "S", "C", "N", "H", "H", "C", "C", "C", "C", "C", "C", "P", "C", "C", "C", "C", "C", "C", "C", "C", "C", "C", "C", "C", "C", "C", "C", "C", "H", "H", "H", "H", "H", "H", "H", "H", "H", "H", "H", "H", "H", "H", "H", "H"],
  "coordinates": [[-0.39995, 0.77354, 0.35954], [2.57799, -0.36104, 4.12161], [1.50437, 0.69594, 3.82399], [1.43554, 1.58141, 4.93289], [2.08873, 1.72830, 2.41001], [1.98057, 3.25331, 2.76319], [3.66630, 1.58011, 2.31621], [1.55191, 1.31741, 1.06499], [-0.20179, -0.10796, 3.68550], [0.07346, -1.67310, 4.00562], [-0.98472, 0.51826, 4.77255], [-0.71294, -0.16206, 2.26327], [3.52751, 0.12329, 4.33951], [2.71532, -1.05114, 3.28714], [2.27627, -0.92563, 5.00058], [0.50362, 1.56311, 5.23072], [1.06761, 3.51365, 3.00898], [4.13548, 2.24215, 2.83934], [-0.13385, -1.84968, 4.93165], [1.26151, -3.41794, 1.13645], [2.53700, -2.89049, 1.09856], [3.77623, -3.44214, 1.39282], [4.87513, -2.62762, 1.19856], [4.73679, -1.32102, 0.71328], [3.50108, -0.77726, 0.42470], [2.37760, -1.57116, 0.64746], [1.02162, -1.32232, 0.44622], [0.40985, -2.43990, 0.74629], [-1.01952, -2.59371, 0.58924], [-1.76618, -3.71833, 0.75006], [-3.40113, -3.36472, 0.40733], [-2.97803, -1.74583, 0.06761], [-1.71396, -1.47730, 0.19053], [0.99555, -4.31719, 1.49599], [3.87886, -4.45831, 1.75068], [5.86350, -3.00865, 1.41968], [5.62487, -0.72198, 0.55886], [3.40298, 0.22803, 0.04345], [-1.44843, -4.70470, 1.04648], [-3.71066, -0.99641, -0.18854], [-2.91822, 1.39786, 0.13067], [-3.41374, 1.92907, 1.72635], [-4.73765, 1.78890, 2.12354], [-5.15610, 2.19803, 3.38456], [-6.52760, 2.01917, 3.76110], [-7.63406, 1.87178, 4.03630], [-4.22865, 2.76489, 4.27184], [-2.90735, 2.91956, 3.87077], [-2.49292, 2.51757, 2.60934], [-0.84641, 2.77029, 2.08545], [-4.62041, 3.17680, 5.58775], [-4.92023, 3.52253, 6.64223], [-5.45549, 1.35007, 1.44358], [-2.18856, 3.34451, 4.55715], [-3.80751, -2.12636, -4.34247], [-3.87141, -0.98515, -3.55229], [-2.73406, -0.51734, -2.91793], [-1.51269, -1.17881, -3.06977], [-1.44871, -2.29704, -3.89354], [-2.59629, -2.77569, -4.51601], [-0.08531, -0.36085, -2.27296], [1.33653, -1.46176, -2.53475], [2.55229, -0.94065, -2.97185], [3.68040, -1.74741, -3.03679], [3.61220, -3.07806, -2.65702], [2.40493, -3.60654, -2.21806], [1.27611, -2.80547, -2.15851], [0.20148, 1.04071, -3.35545], [0.39364, 0.85774, -4.70361], [0.62892, 1.96122, -5.53674], [0.65106, 3.21306, -4.98554], [0.43040, 3.42676, -3.60645], [0.41195, 4.73890, -3.08342], [0.14510, 4.91579, -1.76109], [-0.09073, 3.80746, -0.91819], [-0.07029, 2.48433, -1.32369], [0.19862, 2.32010, -2.73410], [-4.69787, -2.49809, -4.83311], [-4.80907, -0.45554, -3.43484], [-2.78664, 0.38254, -2.31625], [-0.50258, -2.79271, -4.06800], [-2.53635, -3.65084, -5.15061], [2.61706, 0.10027, -3.26493], [4.61834, -1.32711, -3.37712], [4.49484, -3.70307, -2.70044], [2.34287, -4.64691, -1.92258], [0.34186, -3.22609, -1.80280], [0.36321, -0.14319, -5.12008], [0.78331, 1.82039, -6.59867], [0.82635, 4.08128, -5.61143], [0.59597, 5.57614, -3.74673], [0.10729, 5.91202, -1.33624], [-0.31397, 4.04405, 0.11040]],
  "forces_ev_per_a": [[-0.6, -0.5, -0.5], [0.0, 0.0, -0.1], [0.1, -0.1, 0.2], [0.0, 0.0, 0.0], [0.1, 0.2, 0.1], [0.0, 0.0, 0.0], [0.1, 0.0, 0.0], [-0.1, 0.0, 0.1], [0.0, 0.0, 0.2], [0.0, 0.0, 0.0], [0.0, 0.0, 0.0], [0.2, 0.0, 0.0], [0.0, 0.0, 0.0], [0.0, 0.0, 0.0], [0.0, 0.0, 0.0], [0.0, 0.0, 0.0], [-0.1, 0.0, 0.0], [0.0, 0.0, 0.0], [0.0, 0.0, 0.0], [-0.1, 0.0, 0.0], [0.0, 0.2, 0.0], [0.0, 0.0, 0.0], [0.0, 0.0, 0.0], [0.0, 0.1, 0.0], [0.0, 0.0, -0.1], [0.1, -0.2, -0.1], [0.0, 0.2, 0.2], [0.2, 0.1, 0.0], [-0.1, -0.1, 0.0], [0.0, 0.0, 0.0], [0.1, 0.1, 0.0], [0.0, -0.1, 0.0], [0.2, 0.1, 0.1], [0.0, 0.0, 0.0], [0.0, 0.0, 0.0], [0.0, 0.0, 0.0], [0.0, 0.0, 0.0], [0.0, -0.1, 0.0], [0.0, 0.0, 0.0], [0.0, 0.0, 0.0], [0.0, 0.1, -0.1], [0.1, 0.0, 0.1], [-0.1, 0.0, 0.1], [0.2, 0.0, 0.0], [-0.1, 0.0, 0.0], [0.0, 0.0, 0.0], [0.0, -0.1, -0.1], [-0.1, 0.0, 0.1], [0.0, -0.1, -0.1], [-0.1, 0.1, 0.0], [0.0, 0.1, 0.1], [0.0, 0.0, 0.0], [0.0, 0.0, 0.0], [0.0, 0.0, 0.0], [0.0, 0.0, 0.0], [-0.1, 0.0, 0.0], [0.1, -0.1, 0.0], [0.0, 0.1, -0.1], [0.1, 0.0, 0.1], [0.0, 0.0, 0.0], [-0.3, 0.1, 0.0], [0.1, -0.1, 0.0], [0.0, 0.0, 0.0], [0.0, 0.0, 0.0], [0.0, 0.0, 0.0], [-0.1, 0.0, 0.0], [0.0, 0.0, -0.1], [0.1, -0.1, -0.1], [0.0, 0.1, 0.1], [0.0, 0.0, 0.0], [0.0, 0.0, -0.1], [0.0, 0.0, 0.1], [0.0, 0.0, 0.1], [0.0, 0.0, -0.1], [0.1, -0.1, 0.1], [0.3, 0.1, 0.1], [-0.1, -0.1, -0.1], [0.0, 0.0, 0.0], [0.0, 0.0, 0.0], [0.0, 0.0, 0.0], [0.0, 0.0, 0.0], [0.0, 0.0, 0.0], [0.0, 0.0, 0.0], [0.0, 0.0, 0.0], [0.0, 0.0, 0.0], [0.0, 0.0, 0.0], [0.0, 0.0, -0.1], [0.0, 0.0, 0.0], [0.0, 0.0, 0.0], [0.0, 0.0, 0.0], [0.0, 0.0, 0.0], [0.0, 0.0, 0.0], [0.0, 0.0, 0.0]],
  "mulliken_charge": [-0.784, -1.706, 1.308, -0.659, 0.147, -0.545, -0.549, -0.371, 1.106, -0.589, -0.970, -0.544, 0.429, 0.323, 0.402, 0.518, 0.598, 0.389, 0.422, 0.277, 0.959, -1.249, -0.872, -1.490, -0.997, 0.960, 1.061, -0.611, -1.442, 0.063, -0.257, -0.525, 1.442, 0.245, 0.488, 0.448, 0.515, 0.742, 0.423, 0.230, -0.565, 0.747, -0.912, 0.453, -0.235, -0.554, 0.448, -0.815, 0.244, -0.557, -0.215, -0.554, 0.479, 0.462, -0.656, -0.706, -0.772, 0.892, -0.602, -0.726, 2.893, 0.108, -1.076, -0.831, -0.768, -0.762, -0.279, 0.304, 0.150, -1.121, -0.725, 1.064, -0.928, -1.375, 0.115, 0.975, 0.324, 0.405, 0.475, 0.399, 0.437, 0.443, 0.474, 0.447, 0.412, 0.398, 0.531, 0.492, 0.415, 0.391, 0.372, 0.452, 0.203]
}



(3)
{
  "formula": "C24H17Br2N2O",
  "method": "wB97M-V/def2-TZVPD",
  "relative_energy_kcal_mol": 13.1,
  "e_tot_ha": -6257.2164,
  "homo_lumo_gap_ev": 6.01,
  "max_force_ev_per_a": 4.21,
  "e_homo_ev": -11.6,
  "total_charge": 1,
  "molar_mass_g_mol": 509.2,
  "multiplicity": 1,
  "species": ["Br", "C", "C", "C", "C", "C", "C", "C", "C", "C", "C", "C", "Br", "C", "C", "C", "C", "H", "H", "H", "H", "H", "H", "H", "H", "H", "H", "H", "O", "C", "C", "C", "C", "C", "C", "C", "C", "C", "N", "N", "H", "H", "H", "H", "H", "H"],
  "coordinates": [[6.43564, 1.53558, 2.52466], [4.73671, 2.20924, 2.05714], [4.60107, 3.18108, 1.05419], [3.33814, 3.61025, 0.66443], [2.17225, 3.17445, 1.34125], [0.85880, 3.59557, 0.93103], [-0.27429, 2.80629, 1.11332], [-1.52126, 3.16631, 0.59960], [-2.72125, 2.40034, 0.78125], [-3.89521, 2.62419, 0.00875], [-5.07023, 1.91994, 0.25778], [-5.11688, 0.96492, 1.28781], [-6.73501, 0.08220, 1.71392], [-3.95046, 0.66998, 2.01275], [-2.77540, 1.37060, 1.75911], [2.33395, 2.24906, 2.40393], [3.58757, 1.72830, 2.71319], [5.49043, 3.56967, 0.56646], [3.24367, 4.25280, -0.20955], [0.75757, 4.43672, 0.23857], [-0.14937, 1.83507, 1.61015], [-1.57806, 4.09682, 0.02818], [-3.87292, 3.35362, -0.79880], [-5.97225, 2.10680, -0.31396], [-3.97208, -0.08983, 2.78560], [-1.88332, 1.14742, 2.33779], [1.45223, 1.92241, 2.96038], [3.68289, 0.94205, 3.45299], [-0.68715, 6.84140, 0.04301], [-0.36422, 6.83359, 1.23134], [-1.05867, 7.40703, 2.40680], [-0.40931, 7.02775, 3.58331], [-0.93438, 7.40263, 4.81869], [-2.04799, 8.25163, 4.86299], [-2.66417, 8.67140, 3.67127], [-2.19309, 8.21445, 2.43981], [0.83434, 6.22322, 3.28676], [0.85790, 6.19411, 1.78403], [1.97932, 6.46209, 1.10321], [2.97461, 6.50218, 0.52066], [-0.47800, 7.03050, 5.73391], [-2.45484, 8.57899, 5.82019], [-3.51456, 9.35609, 3.70963], [-2.66850, 8.47926, 1.49693], [1.76036, 6.62074, 3.73911], [0.72534, 5.20064, 3.69762]],
  "forces_ev_per_a": [[-0.4, 0.2, -0.1], [-0.7, 0.3, -0.1], [0.1, -0.3, 0.1], [-0.1, -0.1, 0.1], [0.4, -0.1, 0.4], [0.0, -0.4, -1.3], [-0.4, 0.0, 0.3], [0.5, -0.2, 0.1], [-0.5, -0.6, 0.0], [0.1, 0.0, 0.3], [0.1, -0.1, 0.3], [0.6, 0.3, -0.1], [0.5, 0.3, -0.2], [0.2, 0.2, -0.1], [-0.4, 0.1, -0.2], [0.3, -0.2, -0.3], [-0.2, 0.2, -0.1], [-0.2, -0.1, 0.0], [0.1, -0.1, 0.3], [0.1, -0.4, 0.2], [-0.2, 0.6, -0.2], [0.0, -0.2, 0.0], [0.0, -0.1, 0.2], [0.2, 0.1, 0.0], [0.0, 0.1, -0.1], [-0.3, 0.0, 0.0], [0.4, 0.0, -0.1], [0.0, 0.2, 0.1], [0.4, 0.0, 1.5], [-0.6, 0.1, -1.4], [-0.2, -0.1, 0.3], [-0.3, 0.4, 0.0], [0.0, 0.0, 0.0], [0.1, -0.3, -0.4], [0.1, -0.1, -0.1], [-0.1, 0.1, 0.0], [0.5, -0.6, 0.8], [1.1, 1.1, -0.5], [2.7, -0.8, -1.2], [-3.7, 0.3, 2.0], [-0.1, 0.2, -0.1], [0.2, -0.1, -0.2], [0.3, -0.3, 0.0], [0.0, 0.1, 0.3], [-0.5, 0.1, -0.2], [0.1, 0.3, -0.2]],
  "mulliken_charge": [-0.109, 0.035, -0.618, -0.360, 0.570, -0.610, -0.385, -0.268, 0.659, -0.442, -0.514, 0.060, -0.103, -0.658, -0.422, -0.619, -0.637, 0.447, 0.618, 0.823, 0.505, 0.379, 0.412, 0.426, 0.430, 0.342, 0.493, 0.439, -0.705, 0.000, 0.144, 0.551, -0.619, -0.442, -0.535, -0.496, -1.123, 1.101, 0.881, -1.028, 0.433, 0.394, 0.395, 0.485, 0.467, 0.208]
}